No. 1
Molecular formula: C37H68F2N3O13S4
Method: DFT, the ωB97M-V functional and the def2-TZVPD basis

Computed properties:
**HOMO energy**: -11.0 eV
**Relative energy (zero: lowest compared OMol25 entry of this formula, charge and spin)**: 269.7 kJ/mol
**Lowest unoccupied orbital energy**: -3.28 eV
**Net charge**: +1
**Orbital gap**: 7.681 eV

The geometry in XYZ format:
```
127
C37H68F2N3O13S4, DFT the ωB97M-V functional and the def2-TZVPD basis
C 10.84 31.83 14.76
C 12.14 31.59 14.06
O 13.34 31.42 14.65
N 12.06 31.47 12.47
H 11.03 31.07 12.35
H 12.36 32.47 12.27
C 13.17 30.68 11.96
H 10.29 30.86 14.83
H 10.10 32.28 14.01
H 11.28 32.06 15.71
H 13.97 31.32 11.94
H 13.09 30.48 10.90
H 13.32 29.81 12.57
C 12.01 37.53 13.34
C 13.12 36.73 13.68
O 14.15 37.17 13.66
N 12.90 35.34 14.18
H 11.80 35.35 14.74
H 12.71 34.76 13.35
C 13.98 34.76 15.05
H 11.56 37.90 14.30
H 11.31 36.89 12.97
H 12.29 38.12 12.53
H 14.65 34.51 14.37
H 13.84 33.80 15.41
H 14.37 35.33 15.89
C 9.90 32.58 8.70
C 9.63 33.78 9.66
O 9.15 34.88 9.36
N 9.78 33.49 11.11
H 9.62 32.49 11.33
H 10.77 33.91 11.42
C 9.22 34.61 12.02
H 10.67 32.82 7.76
H 9.00 32.32 8.24
H 9.97 31.45 9.03
H 9.63 35.65 11.96
H 9.51 34.30 13.14
H 8.16 34.48 11.82
O 12.33 34.11 11.86
H 12.81 34.88 11.38
O 9.59 31.05 11.90
H 8.99 30.47 12.23
F 10.07 25.28 8.31
C 10.64 26.48 8.41
C 11.77 26.76 7.80
C 12.22 28.12 7.71
C 11.66 29.03 8.54
C 10.57 28.78 9.28
C 10.03 27.52 9.22
H 12.24 26.01 7.09
H 13.08 28.26 7.07
H 11.88 30.11 8.59
H 9.99 29.60 9.83
H 9.17 27.37 9.77
F 11.70 26.91 18.32
C 12.64 27.05 17.36
C 12.79 28.05 16.51
C 13.82 28.16 15.48
C 14.73 27.16 15.41
C 14.74 26.07 16.42
C 13.71 26.16 17.44
H 11.84 28.87 16.35
H 13.74 28.94 14.82
H 15.50 27.29 14.65
H 15.59 25.33 16.17
H 13.75 25.30 17.88
C 11.80 34.28 21.11
C 13.32 33.88 21.26
C 13.63 32.85 20.37
S 12.74 33.30 18.88
O 12.21 32.14 18.26
O 13.57 34.14 18.03
C 11.47 34.37 19.61
H 11.46 35.24 21.68
H 11.17 33.59 21.51
H 13.40 33.53 22.30
H 13.91 34.83 20.91
H 13.16 32.08 20.77
H 14.66 32.70 20.16
H 10.53 34.08 19.23
H 11.67 35.55 19.25
C 16.81 30.84 16.06
C 16.13 31.55 17.33
C 17.16 32.21 18.05
S 18.59 32.35 17.12
O 19.62 31.51 17.76
O 18.85 33.76 16.89
C 18.09 31.57 15.60
H 16.16 30.78 15.31
H 17.09 29.71 16.33
H 15.88 30.75 18.10
H 15.39 32.08 17.24
H 17.45 31.71 19.00
H 16.74 33.12 18.45
H 18.86 30.88 15.52
H 18.09 32.44 14.84
C 16.20 30.87 9.43
C 17.08 31.00 10.64
C 17.84 29.82 10.79
S 16.59 28.62 10.70
O 15.82 28.68 11.92
O 17.04 27.37 10.01
C 15.64 29.47 9.41
H 16.66 30.71 8.32
H 15.46 31.55 9.45
H 16.50 31.56 11.41
H 17.81 31.71 10.22
H 18.21 29.85 11.80
H 18.59 29.83 10.01
H 14.71 29.37 9.65
H 15.44 28.94 8.44
C 13.50 24.96 12.90
C 12.95 26.39 12.78
C 12.34 26.38 11.52
S 13.28 25.39 10.35
O 14.23 26.25 9.71
O 12.38 24.47 9.80
C 14.23 24.46 11.60
H 12.58 24.30 12.96
H 14.19 25.11 13.74
H 13.64 27.15 12.68
H 12.20 26.46 13.48
H 12.40 27.34 10.99
H 11.23 26.06 11.60
H 15.33 24.91 11.65
H 13.78 23.57 11.31
```


No. 2
Molecular formula: C37H71Br9F16O18P4
Method: DFT, the ωB97M-V functional and the def2-TZVPD basis

Computed properties:
**HOMO energy**: -10.0 eV
**Relative energy (zero: lowest compared OMol25 entry of this formula, charge and spin)**: 372.6 kJ/mol
**Lowest unoccupied orbital energy**: -0.52 eV
**Orbital gap**: 9.435 eV

The geometry in XYZ format:
```
155
C37H71Br9F16O18P4, DFT the ωB97M-V functional and the def2-TZVPD basis
C -0.80 1.94 -4.49
C -0.99 3.34 -3.79
O -1.75 4.22 -4.60
P -2.81 5.24 -3.84
O -3.88 5.90 -4.61
O -1.77 6.31 -3.13
C -2.21 7.43 -2.46
C -1.81 7.26 -0.98
O -3.37 4.30 -2.56
C -4.57 3.52 -2.68
C -4.33 2.15 -2.02
H -0.33 2.17 -5.45
H -0.14 1.31 -3.89
H -1.80 1.55 -4.68
H -1.46 3.07 -2.84
H 0.00 3.79 -3.73
H -1.69 8.34 -2.74
H -3.28 7.59 -2.57
H -2.35 6.43 -0.52
H -0.73 7.13 -1.01
H -2.04 8.13 -0.36
H -5.35 4.11 -2.20
H -4.84 3.41 -3.73
H -3.97 2.26 -1.00
H -5.25 1.57 -1.97
H -3.62 1.68 -2.70
C 6.70 -1.54 -1.58
C 6.12 -0.55 -0.59
O 4.70 -0.83 -0.48
P 3.79 -0.20 0.71
O 2.34 -0.57 0.57
O 4.54 -0.73 2.06
C 4.01 -0.26 3.34
C 4.93 -0.83 4.40
O 4.05 1.43 0.65
C 3.38 2.18 -0.28
C 4.19 3.42 -0.67
H 6.74 -2.46 -1.00
H 6.12 -1.72 -2.48
H 7.75 -1.27 -1.74
H 6.56 -0.62 0.40
H 6.26 0.45 -1.01
H 4.02 0.83 3.30
H 2.99 -0.61 3.54
H 4.59 -0.54 5.39
H 5.04 -1.90 4.27
H 5.90 -0.35 4.32
H 3.18 1.53 -1.13
H 2.42 2.53 0.10
H 4.59 3.87 0.23
H 4.99 3.12 -1.35
H 3.61 4.18 -1.20
C 5.17 4.11 3.21
C 5.73 3.34 4.47
O 4.94 3.61 5.62
P 4.14 2.47 6.49
O 4.98 1.36 7.00
O 3.28 3.34 7.59
C 2.47 4.45 7.12
C 1.55 4.92 8.22
O 2.94 1.89 5.47
C 2.03 0.89 6.04
C 0.75 0.80 5.26
H 5.73 3.81 2.32
H 4.18 3.74 2.92
H 5.10 5.20 3.26
H 5.85 2.27 4.27
H 6.76 3.66 4.65
H 3.15 5.22 6.78
H 1.80 4.20 6.29
H 1.93 4.97 9.24
H 1.22 5.90 7.90
H 0.68 4.25 8.28
H 2.64 -0.02 6.06
H 1.72 1.24 7.02
H 0.14 -0.05 5.59
H 0.17 1.72 5.36
H 0.92 0.80 4.18
C -4.26 -0.49 4.45
C -5.42 -0.39 3.43
O -6.41 -1.31 3.82
P -7.58 -1.70 2.73
O -8.49 -0.58 2.30
O -6.75 -2.43 1.52
C -7.29 -2.42 0.17
C -6.36 -1.71 -0.80
O -8.27 -2.93 3.49
C -7.46 -4.05 3.98
C -7.21 -3.85 5.46
H -3.81 -1.48 4.55
H -3.49 0.27 4.29
H -4.63 -0.25 5.45
H -5.73 0.65 3.53
H -5.16 -0.40 2.37
H -7.53 -3.42 -0.18
H -8.26 -1.92 0.14
H -6.82 -1.65 -1.79
H -6.28 -0.68 -0.46
H -5.33 -2.07 -0.79
H -8.10 -4.91 3.81
H -6.61 -4.25 3.32
H -6.46 -4.58 5.75
H -6.92 -2.82 5.66
H -8.13 -3.98 6.03
C 1.86 -3.62 -8.50
C 2.94 -4.22 -7.57
C 3.59 -3.20 -6.62
F 4.55 -3.70 -5.87
F 4.07 -2.17 -7.27
F 2.34 -5.12 -6.82
F 3.85 -4.89 -8.24
O 0.98 -2.74 -7.80
C 0.18 -1.89 -8.57
C -0.86 -1.05 -7.77
F -1.62 -0.23 -8.52
F -1.65 -1.77 -6.97
F 0.95 -1.13 -9.35
F -0.41 -2.74 -9.39
H 1.39 -4.48 -8.99
H 2.38 -3.10 -9.31
H 2.81 -2.82 -5.96
H -0.23 -0.38 -7.18
C -1.23 -0.16 -1.10
C -1.16 0.29 0.35
C -1.15 -0.92 1.35
F -1.19 -0.61 2.67
F -2.24 -1.61 1.03
F -0.08 0.98 0.61
F -2.20 1.14 0.57
O -0.32 -1.22 -1.31
C 0.56 -1.11 -2.39
C 1.62 -2.25 -2.39
F 1.24 -3.49 -2.23
F 2.46 -2.23 -3.45
F -0.21 -1.16 -3.43
F 1.16 0.08 -2.30
H -1.02 0.68 -1.75
H -2.20 -0.59 -1.34
H -0.31 -1.60 1.23
H 2.17 -2.10 -1.46
C 1.38 -7.17 -2.94
Br 2.32 -8.40 -1.75
Br -0.63 -7.32 -2.76
Br 1.78 -7.46 -4.91
H 1.63 -6.12 -2.83
C 3.23 -4.11 0.89
Br 1.96 -5.47 0.22
Br 4.83 -4.22 -0.26
Br 3.79 -4.36 2.79
H 2.73 -3.15 0.73
C -3.11 -4.83 -0.12
Br -4.98 -5.10 -0.66
Br -2.27 -3.91 -1.61
Br -2.16 -6.55 0.42
H -3.10 -4.16 0.74
```


No. 3
Molecular formula: C37H71Cl4F3N12O5S
Method: DFT, the ωB97M-V functional and the def2-TZVPD basis

Computed properties:
**HOMO energy**: -8.1 eV
**Lowest unoccupied orbital energy**: -4.51 eV
**Net charge**: +2
**Orbital gap**: 3.570 eV

The geometry in XYZ format:
```
133
C37H71Cl4F3N12O5S, DFT the ωB97M-V functional and the def2-TZVPD basis
C -0.77 2.13 0.68
C 0.51 1.94 1.31
O 0.67 1.55 2.44
N 1.81 2.21 0.51
H 1.68 2.91 -0.21
H 2.54 2.52 1.14
C 2.17 0.90 -0.16
H -1.48 1.91 1.47
H -0.98 1.36 -0.06
H -0.96 3.09 0.20
H 3.22 0.79 -0.43
H 1.60 0.90 -1.09
H 1.97 0.02 0.45
C -2.26 9.50 -0.86
C -3.43 8.72 -0.46
O -4.34 9.19 0.23
N -3.45 7.28 -0.88
H -3.27 7.31 -1.88
H -2.68 6.81 -0.43
C -4.66 6.43 -0.62
H -2.08 9.48 -1.94
H -1.38 9.05 -0.40
H -2.33 10.52 -0.48
H -4.32 5.43 -0.88
H -5.50 6.90 -1.14
H -4.83 6.34 0.45
C -0.44 -0.89 10.60
C -1.32 -1.96 9.84
N -1.31 -1.84 8.42
C -0.11 -1.94 7.71
C -0.51 -2.00 6.40
N -1.90 -1.92 6.29
C -2.43 -1.86 7.59
C -2.74 -2.17 5.10
H 0.51 -1.28 10.96
H -0.94 -0.51 11.49
H -0.37 -0.02 9.95
H -2.34 -1.87 10.21
H -0.96 -2.93 10.20
H 0.90 -1.99 8.07
H 0.14 -2.19 5.56
H -3.45 -1.76 7.93
H -2.97 -1.13 4.87
H -3.60 -2.76 5.41
H -2.08 -2.62 4.36
C -1.07 -5.18 -0.64
C 0.01 -5.20 -1.76
N -0.51 -5.70 -3.02
C -1.20 -5.00 -4.00
C -1.78 -5.90 -4.90
N -1.30 -7.16 -4.66
C -0.51 -7.02 -3.50
C -1.71 -8.40 -5.30
H -1.80 -4.39 -0.84
H -0.47 -4.85 0.22
H -1.52 -6.17 -0.51
H 0.77 -5.92 -1.47
H 0.40 -4.20 -1.95
H -1.45 -3.97 -3.80
H -2.55 -5.76 -5.64
H -0.04 -7.91 -3.12
H -2.36 -9.04 -4.69
H -0.86 -9.00 -5.61
H -2.23 -8.18 -6.23
C -2.77 2.65 7.07
C -3.81 3.75 6.85
N -4.82 3.42 5.87
C -4.68 3.29 4.50
C -5.93 2.91 3.97
N -6.86 2.90 5.03
C -6.13 3.17 6.19
C -8.22 2.39 4.99
H -2.23 2.31 6.18
H -3.20 1.79 7.57
H -1.99 2.87 7.80
H -3.41 4.75 6.71
H -4.34 3.91 7.79
H -3.75 3.53 4.01
H -6.15 2.78 2.92
H -6.39 3.18 7.24
H -8.31 1.47 5.57
H -8.36 2.22 3.92
H -8.96 3.12 5.34
C 4.22 -5.70 -6.96
C 4.25 -6.56 -5.69
N 4.80 -5.90 -4.47
C 4.27 -4.74 -3.92
C 5.01 -4.26 -2.83
N 6.07 -5.09 -2.77
C 6.01 -6.09 -3.75
C 7.07 -5.09 -1.72
H 3.51 -6.05 -7.71
H 5.18 -5.56 -7.45
H 3.94 -4.67 -6.76
H 4.79 -7.47 -5.93
H 3.24 -6.90 -5.46
H 3.33 -4.41 -4.35
H 4.92 -3.38 -2.21
H 6.73 -6.86 -3.99
H 7.98 -4.65 -2.13
H 7.24 -6.12 -1.42
H 6.66 -4.52 -0.88
C 6.42 2.84 -8.00
C 5.15 2.86 -7.06
N 5.59 3.32 -5.74
C 5.23 2.82 -4.47
C 5.86 3.56 -3.45
N 6.60 4.53 -4.11
C 6.47 4.37 -5.49
C 7.62 5.35 -3.49
H 7.03 1.95 -7.97
H 7.15 3.64 -8.10
H 6.05 2.65 -9.01
H 4.74 1.86 -6.91
H 4.41 3.56 -7.44
H 4.65 1.91 -4.48
H 5.84 3.46 -2.38
H 6.92 4.96 -6.28
H 7.39 5.59 -2.46
H 7.59 6.29 -4.04
H 8.51 4.72 -3.55
Cl 1.07 -0.55 -5.27
Cl 1.14 5.43 -2.29
Cl 5.82 3.42 2.59
Cl 3.28 -3.55 2.22
C -7.29 -0.03 -1.11
F -7.86 -0.80 -0.12
F -7.69 -0.45 -2.25
F -7.69 1.22 -0.92
S -5.35 -0.01 -1.04
O -4.98 1.27 -1.64
O -4.96 -0.03 0.38
O -4.93 -1.19 -1.77
```


> What is the lowest unoccupied orbital energy in the third record?

-4.51 eV


> Which of these has the highest lowest unoccupied orbital energy?

C37H71Br9F16O18P4


> Among the records above, which one has the highest lowest unoccupied orbital energy?

C37H71Br9F16O18P4


> What is the orbital gap in the third record?

3.570 eV